{"formula": "C5H4N3O3", "method": "the ωB97M-V functional and the def2-TZVPD basis", "species": ["O", "N", "C", "C", "C", "C", "C", "N", "N", "O", "O", "H", "H", "H", "H"], "coordinates": [[-2.34, 2.72, -0.10], [-1.30, 2.20, -0.10], [-0.25, 1.65, -0.08], [1.01, 1.54, -0.57], [1.93, 0.53, -0.11], [1.63, -0.71, 0.33], [0.30, -1.29, 0.58], [-0.76, -0.95, -0.11], [-2.09, -1.60, 0.00], [-2.17, -2.80, -0.12], [-2.97, -0.76, 0.03], [1.37, 2.32, -1.43], [2.98, 0.69, -0.38], [2.41, -1.46, 0.63], [0.24, -2.09, 1.42]], "nbo_charge": [-0.11, 0.36, 0.11, 0.04, -0.27, -0.02, 0.06, -0.27, 0.61, -0.29, -0.32, 0.31, 0.27, 0.27, 0.24], "charge": 1, "de_lowest_kcal_mol": 13.1, "homo_lumo_gap_ha": [0.2470, 0.2470], "homo_energy_ha": [-0.5411, -0.5412], "smiles": "O=[N+]=C=C/C=C\\C=N\\[N+](=O)[O-]", "fmax_ev_per_a": 3.4}